# 1
Here is 9 unconnected molecules or ions with the total composition C40H94N4O11 in a non-equilibrium geometry from OMol25. Energies are from wB97M-V/def2-TZVPD.

ORCA input file:
```
! RIJCOSX wB97M-V def2-TZVPD def2/J DEFGRID3
* xyz 0 1
C -14.958 -1.972 2.286
C -15.706 -0.734 2.665
C -14.787 0.394 3.169
C -16.436 -0.214 1.382
C -17.632 0.612 1.687
C -18.607 -0.054 2.669
C -17.916 -0.436 3.989
C -17.815 0.813 4.920
C -18.860 -1.449 4.689
N -16.688 -1.165 3.704
O -16.026 -1.599 4.864
H -15.652 -2.717 1.876
H -14.364 -1.765 1.391
H -14.484 -2.498 3.113
H -14.091 0.821 2.444
H -15.377 1.250 3.500
H -14.220 -0.010 4.011
H -15.807 0.474 0.811
H -16.722 -1.112 0.831
H -17.419 1.631 2.020
H -18.235 0.697 0.775
H -19.082 -0.955 2.276
H -19.434 0.628 2.873
H -16.860 1.340 4.952
H -17.914 0.412 5.932
H -18.564 1.582 4.740
H -19.689 -0.898 5.151
H -18.387 -1.902 5.561
H -19.350 -2.160 4.027
H -16.034 -2.567 4.783
C -8.374 6.304 8.852
C -8.702 6.426 7.351
C -8.878 7.918 7.024
C -7.556 5.949 6.471
C -7.904 5.525 5.062
C -9.062 4.535 5.172
C -10.325 5.152 5.784
C -10.936 6.201 4.854
C -11.319 4.001 5.964
N -9.942 5.669 7.119
O -11.059 6.299 7.691
H -8.964 7.029 9.418
H -8.640 5.341 9.293
H -7.325 6.468 9.105
H -8.037 8.491 7.432
H -8.952 8.136 5.956
H -9.710 8.483 7.456
H -6.757 6.689 6.364
H -7.095 5.077 6.952
H -8.126 6.433 4.490
H -7.024 5.099 4.577
H -8.757 3.728 5.842
H -9.066 4.168 4.141
H -10.158 6.869 4.494
H -11.825 6.695 5.239
H -11.312 5.669 3.973
H -11.371 3.448 5.025
H -12.310 4.431 6.154
H -11.220 3.334 6.821
H -11.216 5.858 8.534
C -10.482 -2.045 3.883
C -10.385 -0.886 2.863
C -11.545 -0.998 1.862
C -10.678 0.471 3.604
C -9.444 0.878 4.390
C -8.256 1.001 3.482
C -7.910 -0.221 2.611
C -6.920 0.269 1.584
C -7.183 -1.234 3.522
N -9.186 -0.706 2.036
O -8.930 -1.917 1.294
H -10.681 -2.978 3.355
H -9.503 -2.130 4.355
H -11.257 -1.817 4.608
H -11.741 -0.124 1.238
H -11.411 -1.909 1.278
H -12.476 -1.126 2.418
H -11.072 1.121 2.826
H -11.437 0.379 4.385
H -9.567 1.757 5.023
H -9.201 0.099 5.126
H -7.366 1.259 4.067
H -8.436 1.876 2.842
H -6.271 0.998 2.062
H -7.396 0.652 0.676
H -6.336 -0.562 1.177
H -7.248 -2.251 3.129
H -7.565 -1.192 4.545
H -6.111 -1.065 3.650
H -9.230 -1.598 0.430
C -9.717 5.155 -2.693
C -10.691 4.079 -2.109
C -12.074 4.193 -2.772
C -10.154 2.674 -2.292
C -9.070 2.339 -1.277
C -9.439 2.603 0.174
C -10.062 3.974 0.438
C -10.901 3.678 1.690
C -8.947 4.984 0.739
N -10.925 4.367 -0.682
O -11.538 5.616 -0.392
H -9.819 6.080 -2.134
H -8.688 4.815 -2.538
H -9.814 5.195 -3.778
H -12.584 5.111 -2.474
H -12.128 4.274 -3.859
H -12.637 3.316 -2.451
H -10.916 1.902 -2.157
H -9.580 2.571 -3.216
H -8.652 1.339 -1.401
H -8.241 3.034 -1.477
H -8.457 2.518 0.661
H -9.842 1.696 0.642
H -11.616 2.871 1.548
H -11.500 4.541 2.018
H -10.379 3.523 2.637
H -8.301 4.957 -0.139
H -8.393 4.811 1.661
H -9.394 5.974 0.860
H -12.467 5.355 -0.400
O -15.680 -4.456 5.121
C -14.391 -5.006 5.326
C -13.403 -4.908 4.171
O -12.316 -5.765 4.578
H -16.201 -4.426 5.927
H -13.870 -4.666 6.224
H -14.539 -6.081 5.468
H -12.882 -3.956 4.011
H -13.786 -5.189 3.187
H -12.048 -6.258 3.798
O -9.001 -2.316 -1.701
C -7.732 -1.811 -2.203
C -6.647 -2.773 -1.764
O -6.261 -2.746 -0.368
H -9.646 -2.203 -2.403
H -7.871 -1.824 -3.284
H -7.494 -0.797 -1.873
H -5.741 -2.436 -2.287
H -6.808 -3.815 -2.040
H -6.893 -2.115 0.011
O -12.620 -2.911 -1.012
H -12.706 -2.776 -1.961
H -11.880 -3.525 -0.912
O -13.673 2.583 -0.043
H -12.856 3.105 -0.080
H -13.638 2.142 0.814
O -10.164 -4.708 0.217
H -9.452 -4.868 0.846
H -9.806 -4.038 -0.379
*
```

Results
**Molar mass**: 807.21 g/mol
**F_max**: 2.4 eV Å⁻¹
**SMILES**: CC1(C)CCCC(C)(C)N1O.CC1(C)CCCC(C)(C)N1O.CC1(C)CCCC(C)(C)N1O.CC1(C)CCCC(C)(C)N1O.OCCO.OCCO.O.O.O
**Energy above the lowest of the compared OMol25 structures with the same formula, charge and spin**: 0.000 eV
**Kohn-Sham gap**: 0.290 hartree

=====

# 2
Here is 2 unconnected molecules or ions with the total composition C4H13N2O in a non-equilibrium geometry from OMol25. Energies are from wB97M-V/def2-TZVPD.

ORCA input file:
```
! RIJCOSX wB97M-V def2-TZVPD def2/J DEFGRID3
* xyz 1 1
C -1.032 -1.969 -1.706
C -0.530 -0.559 -1.499
O 0.620 -0.132 -1.426
N -1.513 0.421 -1.459
H -0.364 -2.766 -1.308
H -1.042 -2.305 -2.762
H -1.113 1.365 -1.499
H -2.345 0.368 -2.042
H -2.008 -2.010 -1.246
C 0.943 1.129 2.285
C 1.369 -0.324 2.488
N 0.201 1.291 0.956
H 0.261 1.425 3.075
H 1.760 1.856 2.226
H 0.644 -1.120 2.266
H 1.371 -0.492 3.558
H 0.793 0.732 0.208
H -0.612 0.650 0.884
H 0.034 2.191 0.541
H 2.302 -0.608 2.010
*
```

Results
**Molar mass**: 105.16 g/mol
**F_max**: 4.2 eV Å⁻¹
**Energy above the lowest of the compared OMol25 structures with the same formula, charge and spin**: 1.244 eV
**Kohn-Sham gap**: 0.408 hartree

=====

# 3
Here is C2H2N2O in the gas phase in a non-equilibrium geometry from OMol25. Energies are from wB97M-V/def2-TZVPD.

ORCA input file:
```
! RIJCOSX wB97M-V def2-TZVPD def2/J DEFGRID3
* xyz 0 1
C 1.015 -0.380 0.183
N 0.059 -1.305 -0.071
N -1.142 -0.721 0.041
C -0.926 0.471 0.009
O 0.452 0.795 -0.050
H 2.011 -0.288 -0.208
H -1.469 1.428 0.097
*
```

Results
**Molar mass**: 70.05 g/mol
**F_max**: 7.9 eV Å⁻¹
**SMILES**: c1nnco1
**Energy above the lowest of the compared OMol25 structures with the same formula, charge and spin**: 2.339 eV
**Kohn-Sham gap**: 0.397 hartree

=====

# 4
Here is C3H5FN2 in the gas phase in a non-equilibrium geometry from OMol25. Energies are from wB97M-V/def2-TZVPD.

ORCA input file:
```
! RIJCOSX wB97M-V def2-TZVPD def2/J DEFGRID3
* xyz 0 1
H -1.408 -1.966 -0.313
N -1.735 -1.041 -0.284
C -0.801 -0.196 0.043
N -1.042 1.186 -0.073
C 0.694 -0.602 0.252
C 1.677 0.153 -0.215
F 2.959 -0.176 -0.115
H -2.005 1.336 -0.042
H -0.656 1.723 0.681
H 0.763 -1.516 0.791
H 1.554 1.098 -0.726
*
```

Results
**Molar mass**: 88.08 g/mol
**F_max**: 3.3 eV Å⁻¹
**SMILES**: [H]/N=C(N)\C=C\F
**Energy above the lowest of the compared OMol25 structures with the same formula, charge and spin**: 0.375 eV
**Kohn-Sham gap**: 0.387 hartree

=====

# 5
Here is 7 unconnected molecules or ions with the total composition C18H33Cl12NO4 in a non-equilibrium geometry from OMol25. Energies are from wB97M-V/def2-TZVPD.

ORCA input file:
```
! RIJCOSX wB97M-V def2-TZVPD def2/J DEFGRID3
* xyz 0 1
C 0.077 -3.613 -1.748
C 0.152 -2.409 -0.673
C 1.634 -1.790 -0.524
C 1.975 -1.510 1.001
C 2.428 -0.087 1.463
C 1.616 1.197 0.937
C 2.672 2.224 0.333
C 3.128 2.050 -1.165
C 2.154 2.895 -2.137
C 1.007 2.174 2.110
C -0.063 3.047 1.245
O -1.330 3.387 1.853
N -2.385 2.695 1.299
O -2.908 3.312 0.441
O -0.117 2.377 -0.050
C 0.167 1.027 0.356
O -0.761 0.269 0.457
H 0.287 -4.554 -1.175
H 0.785 -3.383 -2.585
H -1.015 -3.626 -2.071
H -0.232 -2.833 0.304
H -0.548 -1.644 -1.122
H 2.301 -2.644 -0.875
H 1.759 -0.897 -1.212
H 2.830 -2.218 1.265
H 1.108 -1.843 1.646
H 2.266 -0.034 2.604
H 3.540 0.004 1.285
H 3.610 2.094 0.971
H 2.436 3.316 0.479
H 3.336 1.008 -1.520
H 4.116 2.620 -1.249
H 1.328 2.220 -2.477
H 2.730 3.372 -2.991
H 1.793 3.775 -1.518
H 0.480 1.638 2.954
H 1.711 2.971 2.477
H 0.333 4.064 0.924
Cl -4.976 0.417 -1.255
C -3.833 1.357 -2.219
Cl -4.328 1.429 -3.917
H -3.788 2.365 -1.824
H -2.852 0.891 -2.155
Cl -0.174 -7.838 -0.901
C 1.553 -7.837 -1.278
Cl 2.243 -6.218 -1.117
H 2.064 -8.508 -0.592
H 1.691 -8.178 -2.301
Cl 2.909 -1.761 4.143
C 1.735 -2.815 4.941
Cl 1.486 -4.306 4.024
H 2.102 -3.067 5.932
H 0.786 -2.288 5.022
Cl 1.858 -5.175 7.565
C 1.690 -6.760 6.798
Cl 2.988 -7.852 7.290
H 0.735 -7.192 7.090
H 1.724 -6.633 5.719
Cl -3.073 6.859 -2.884
C -4.235 5.789 -2.092
Cl -4.485 4.308 -3.027
H -3.857 5.524 -1.107
H -5.185 6.310 -1.995
Cl -5.351 7.651 -5.760
C -5.736 5.995 -6.245
Cl -7.459 5.813 -6.595
H -5.166 5.748 -7.137
H -5.467 5.320 -5.436
*
```

Results
**Molar mass**: 752.90 g/mol
**F_max**: 2.9 eV Å⁻¹
**SMILES**: CCCCC[C@]1(CCC)C[C@H](ON=O)OC1=O.ClCCl.ClCCl.ClCCl.ClCCl.ClCCl.ClCCl
**Kohn-Sham gap**: 0.370 hartree